C52H37BrCl4N4O4P2SiSn | ωB97M-V with the def2-TZVPD basis set

Structure (XYZ):
```
106
Properties=species:S:1:pos:R:3:mulliken_charge:R:1
Sn 0.19846 0.90077 0.24021 0.31
C -3.61438 0.11316 -0.13877 -1.56
Si -1.89528 -0.49656 -0.65528 2.40
C -1.99825 -0.45735 -2.58294 0.22
C -3.23426 -0.59266 -3.23095 -0.58
C -3.33189 -0.71821 -4.60586 -0.82
C -2.18025 -0.72544 -5.38605 -1.02
C -0.94908 -0.57524 -4.77498 0.23
C -0.85618 -0.41142 -3.39106 -0.39
P 0.76147 -0.27787 -2.54770 1.62
C 1.74429 0.96719 -3.44769 0.91
C 1.30382 1.73897 -4.51487 -1.02
C 2.15068 2.67044 -5.10017 -0.55
C 3.43920 2.84782 -4.61942 -0.69
C 3.87427 2.10663 -3.52861 -0.56
C 3.02696 1.18339 -2.93822 -1.24
C 1.50907 -1.86108 -3.13701 0.47
C 0.70559 -3.00560 -3.08437 -0.09
C 1.19921 -4.24219 -3.46391 -0.71
C 2.51253 -4.36248 -3.90153 -0.66
C 3.32316 -3.23909 -3.93910 -0.55
C 2.82775 -1.99586 -3.56118 -0.64
C -1.84919 -2.42939 -0.42342 0.56
C -2.97092 -3.11791 -0.90273 -0.93
C -3.03799 -4.50153 -0.95749 -1.02
C -1.95592 -5.24952 -0.51943 -0.99
C -0.84036 -4.59957 -0.01564 -0.49
C -0.77003 -3.20554 0.05106 0.94
P 0.76116 -2.35425 0.67398 0.10
C 0.37851 -2.29852 2.47791 1.26
C 1.16809 -1.44812 3.25553 -0.90
C 0.96576 -1.35144 4.62412 -0.81
C -0.04856 -2.07774 5.23499 -0.56
C -0.85400 -2.90696 4.46725 -0.86
C -0.63604 -3.02162 3.09883 -0.35
C 1.97521 -3.74238 0.67532 -0.07
C 2.80496 -3.86666 -0.43693 -0.40
C 3.76472 -4.86489 -0.50062 -0.48
C 3.91759 -5.75581 0.55261 -0.89
C 3.10866 -5.63318 1.67329 -0.68
C 2.15054 -4.62931 1.73614 -0.53
H -4.39157 -0.65495 -0.19698 0.43
H -3.60629 0.52155 0.87215 0.12
H -3.88938 0.93841 -0.80131 0.44
H -4.14614 -0.60322 -2.64352 0.32
H -4.30499 -0.82572 -5.07221 0.40
H -2.24496 -0.84683 -6.46090 0.38
H -0.04423 -0.59296 -5.37195 0.58
H 0.28898 1.64365 -4.87556 0.63
H 1.78816 3.27755 -5.92163 0.44
H 4.09711 3.57378 -5.08243 0.35
H 4.86733 2.24899 -3.12203 0.44
H 3.37410 0.62517 -2.07440 0.53
H -0.31915 -2.93220 -2.73733 0.20
H 0.55927 -5.11419 -3.39816 0.42
H 2.90239 -5.32880 -4.19940 0.33
H 4.35887 -3.31821 -4.24592 0.42
H 3.50047 -1.15087 -3.56753 0.35
H -3.81740 -2.55168 -1.27651 0.14
H -3.91931 -4.98837 -1.36001 0.37
H -1.97539 -6.33233 -0.56816 0.37
H -0.00026 -5.19124 0.32605 0.52
H 1.93416 -0.85585 2.76622 0.85
H 1.58811 -0.68400 5.20821 0.39
H -0.21968 -1.98552 6.30119 0.36
H -1.65781 -3.46748 4.93123 0.40
H -1.27054 -3.67695 2.51330 0.36
H 2.73249 -3.14876 -1.24393 0.47
H 4.40977 -4.92358 -1.36852 0.46
H 4.67974 -6.52453 0.51041 0.31
H 3.22710 -6.31427 2.50836 0.39
H 1.53774 -4.53896 2.62502 0.34
O -4.23409 1.64564 5.67321 -0.60
C -3.28714 1.24376 4.77645 0.77
C -3.47054 0.15232 3.93883 -0.85
C -2.44435 -0.17362 3.07002 -0.78
N -1.30209 0.49926 2.99375 0.73
C -1.16041 1.52426 3.80268 0.01
Br 0.50201 2.44770 3.73772 -0.12
C -2.10176 1.95610 4.72019 -0.77
H -5.01707 1.09733 5.55496 0.30
H -4.38725 -0.42543 3.95168 0.31
H -2.54939 -1.01512 2.39391 0.55
H -1.93463 2.81884 5.34630 0.47
Cl -4.11160 6.48958 0.00759 -0.26
C -2.93048 5.28861 -0.42229 0.24
C -2.30218 5.32994 -1.64841 0.30
Cl -2.66941 6.59474 -2.78295 -0.26
C -1.35713 4.34291 -1.98101 0.33
Cl -0.56760 4.36847 -3.52549 -0.22
C -1.02118 3.31995 -1.10153 -0.30
O -0.17188 2.36536 -1.37220 -0.13
C -1.63662 3.31266 0.19905 -0.86
O -1.26940 2.39216 1.03442 -0.44
C -2.60100 4.27276 0.48777 0.21
Cl -3.38482 4.17135 2.03832 -0.23
N 4.66238 -2.29478 2.70756 -0.39
C 4.54183 -1.79173 1.42240 0.66
O 3.50290 -1.22307 1.08432 -0.21
C 5.67796 -1.97797 0.55251 0.02
C 5.63953 -1.48240 -0.76483 0.30
N 5.62861 -1.09036 -1.85471 -0.74
C 6.80447 -2.69910 0.98553 -0.24
N 7.70642 -3.29742 1.40436 -0.73
H 5.38879 -2.96695 2.89126 0.24
H 3.78326 -2.43814 3.17709 0.20
```

Charge ... -2
Molar mass ... 1212.353 g mol⁻¹
Orbital gap ... 5.60 eV
HOMO ... -2.1 eV
ΔE to the lowest compared entry with this formula, charge and spin ... 0.000 eV


C23H30BF4MnNO4P2S4Te | ωB97M-V with the def2-TZVPD basis set

Structure (XYZ):
```
71
Properties=species:S:1:pos:R:3:lowdin_spin:R:1
Mn 0.73108 -0.95962 -0.40538 4.17
S -1.59823 -1.13783 -1.17925 -0.23
C -1.08007 -2.77921 -0.98374 -0.01
C -1.88680 -3.91504 -1.04924 -0.01
C -1.29796 -5.14470 -0.84906 0.01
C 0.07012 -5.22784 -0.58542 0.00
C 0.79783 -4.06305 -0.51993 0.01
N 0.22999 -2.87433 -0.72611 -0.01
H -2.94386 -3.79492 -1.24309 0.00
H -1.89670 -6.04618 -0.89427 0.00
H 0.55721 -6.17970 -0.42917 0.00
H 1.85850 -4.05704 -0.30639 0.00
S 3.01563 3.61769 -0.49080 0.00
P 1.49577 2.76537 -1.37558 0.00
S 0.54920 1.28481 -0.30408 -0.05
C 1.85068 2.21295 -3.06965 0.00
C 0.82705 1.63519 -3.81643 0.00
C 1.05153 1.29799 -5.14021 0.00
C 2.29008 1.54338 -5.71900 0.00
C 3.30897 2.11477 -4.97185 0.00
C 3.09105 2.45092 -3.64219 0.00
C 0.14729 3.97264 -1.68097 0.00
C 0.50338 5.14284 -2.35190 0.00
C -0.45743 6.09245 -2.65751 0.00
C -1.78162 5.88453 -2.28686 0.00
C -2.13569 4.72897 -1.60871 0.00
C -1.17481 3.76921 -1.30445 0.00
H -0.13357 1.43748 -3.35542 0.00
H 0.26207 0.83582 -5.72004 0.00
H 2.46295 1.27769 -6.75511 0.00
H 4.27577 2.29696 -5.42484 0.00
H 3.87366 2.89769 -3.04203 0.00
H 1.54026 5.30281 -2.62334 0.00
H -0.17800 6.99658 -3.18458 0.00
H -2.53413 6.62721 -2.52429 0.00
H -3.16515 4.56525 -1.31331 0.00
H -1.45414 2.86956 -0.77096 0.00
C 2.54556 1.45093 2.81601 0.00
S 1.73046 -0.14735 2.70225 0.00
C 2.81919 -1.00459 3.85408 0.00
O 2.14763 -0.70088 1.36249 0.03
H 2.39996 1.84666 3.82298 0.00
H 2.07829 2.10660 2.08429 0.00
H 3.60138 1.32711 2.57553 0.00
H 2.76425 -0.51748 4.82805 0.00
H 3.83025 -0.97531 3.44815 0.00
H 2.46528 -2.03240 3.92462 0.00
F 2.82019 -1.36406 -1.08831 0.03
B 2.68602 -1.56341 -2.51996 0.00
F 2.84790 -2.90869 -2.81616 0.00
F 3.56605 -0.76056 -3.20279 0.00
F 1.32303 -1.16620 -2.72926 0.03
C -4.76644 -1.94345 0.98695 0.00
C -4.08227 -2.07936 2.32896 0.00
O -2.70132 -2.39765 2.15123 0.00
P -1.48001 -1.37981 2.46546 0.00
O -0.32864 -1.86448 1.62587 0.03
Te -2.17355 0.88578 2.40789 0.00
O -1.05108 -1.80169 3.98012 0.00
C -1.90445 -1.55439 5.09334 0.00
C -1.06042 -1.54770 6.35012 0.00
H -5.83304 -1.75648 1.13397 0.00
H -4.64546 -2.86019 0.40373 0.00
H -4.32838 -1.11804 0.42405 0.00
H -4.52688 -2.89240 2.90804 0.00
H -4.18552 -1.15039 2.89104 0.00
H -2.66651 -2.34023 5.14775 0.00
H -2.40885 -0.59438 4.96621 0.00
H -0.51225 -2.48747 6.44033 0.00
H -1.70027 -1.42209 7.22573 0.00
H -0.34206 -0.72726 6.31239 0.00
```

Charge ... -1
Multiplicity ... 5
Molar mass ... 844.054 g mol⁻¹
Orbital gap (alpha / beta) ... 4.87 / 6.88 eV
HOMO (alpha / beta) ... -4.5 / -4.6 eV
ΔE to the lowest compared entry with this formula, charge and spin ... 0.142 eV


C19H56N6O9 | ωB97M-V with the def2-TZVPD basis set

Structure (XYZ):
```
90
Properties=species:S:1:pos:R:3:mulliken_charge:R:1
N -0.22628 -5.40579 1.12573 -0.39
C 0.80455 -4.77252 0.75995 0.30
N 1.51888 -5.50439 -0.06809 -0.47
O 1.20109 -3.52004 1.15517 -0.46
H -0.78806 -4.73998 1.70658 0.29
H -0.66368 -6.19248 0.57878 0.24
H 2.23873 -5.01476 -0.51340 0.23
H 1.53650 -6.56033 -0.00595 0.20
N -1.46122 3.93381 -1.16045 -0.16
C -1.96105 2.95494 -0.45377 -0.22
N -2.86953 3.30431 0.41354 -0.38
O -1.30906 1.72824 -0.34307 -0.51
H -0.60510 3.66825 -1.68927 0.11
H -1.55896 4.95110 -1.07326 0.34
H -3.26016 2.44340 0.89456 0.24
H -3.51191 4.05811 0.23380 0.36
N -1.61224 -0.72693 2.16139 0.06
C -1.35012 0.24929 3.02314 0.31
N -1.05088 1.36262 2.44875 0.70
O -1.30281 0.14167 4.40751 -0.90
H -1.87690 -1.63017 2.56087 0.26
H -1.50362 -0.72874 1.12662 -0.02
H -0.85053 2.13115 3.08972 0.06
H -1.00218 1.50653 1.45716 -0.60
C 0.34261 -2.49974 -3.42451 -0.43
C -0.50205 -3.30278 -4.38537 0.41
C 0.34983 -4.34989 -5.07832 -1.65
O -1.57375 -3.85898 -3.93579 -0.49
H -0.18127 -1.59211 -3.26517 -0.57
H 1.33116 -2.31718 -3.88820 0.43
H 0.47740 -3.07265 -2.56687 0.43
H -0.76372 -2.59475 -5.13956 0.45
H 1.27086 -3.94030 -5.47755 0.36
H -0.21411 -4.90579 -5.80504 0.40
H 0.62250 -5.10051 -4.33336 0.32
H -2.22719 -3.56136 -4.57723 0.47
C 1.53379 -2.50888 3.81948 -0.76
C 1.76126 -1.37115 4.82067 0.18
C 2.23098 -0.03613 4.26169 -0.41
O 0.80156 -1.14522 5.61349 -0.60
H 1.39081 -3.44386 4.28848 0.41
H 2.37977 -2.64380 3.13533 0.26
H 0.74868 -2.19426 3.14678 -0.12
H 2.57373 -1.73291 5.47594 0.29
H 3.06680 -0.22611 3.49670 0.16
H 2.62705 0.61702 4.98896 0.44
H 1.48460 0.50893 3.75601 -0.37
H 0.08019 -0.77216 5.12077 0.50
C 0.86427 1.90083 -3.18244 -1.15
C -0.57188 1.52931 -3.64572 0.68
C -0.58497 0.87214 -5.03537 -1.47
O -1.17376 0.79999 -2.79117 -0.58
H 1.33546 2.50286 -3.97970 0.46
H 1.60121 1.10495 -3.19462 0.25
H 0.82183 2.53763 -2.28212 0.10
H -1.11471 2.46212 -3.77226 0.32
H 0.05082 1.34903 -5.78543 0.41
H -1.59191 0.74898 -5.38340 0.38
H -0.21908 -0.18469 -4.94345 0.09
H -1.37058 1.29047 -1.98728 0.15
C 0.17485 4.48171 1.83409 -0.31
C -1.03680 5.17361 2.38474 0.81
C -0.59408 6.50215 2.92682 -1.90
O -1.88245 5.47148 1.48620 -0.67
H -0.24152 3.51707 1.45711 -0.51
H 0.91361 4.08265 2.46202 0.53
H 0.66780 5.08486 0.97916 0.28
H -1.55569 4.62695 3.13695 0.29
H -0.06961 7.22908 2.30171 0.36
H 0.07379 6.26870 3.70422 0.45
H -1.36314 7.04707 3.37347 0.47
H -2.16005 4.55077 1.17053 0.43
C 1.68818 1.35189 0.71050 -1.11
C 1.56473 -0.17022 0.55842 2.42
C 1.62084 -0.67150 -0.91498 -0.29
O 2.49224 -0.79398 1.13063 -0.74
H 1.06150 1.87694 -0.06892 -0.18
H 2.70018 1.71119 0.54810 0.63
H 1.42263 1.77064 1.66611 0.07
H 0.65887 -0.50823 1.03341 -0.52
H 2.58127 -0.49484 -1.35030 0.73
H 0.84485 -0.11515 -1.48626 -0.56
H 1.28975 -1.73970 -0.96834 -0.21
H 2.14952 -1.65480 1.11228 0.29
C -1.50775 -2.53351 -0.72724 -0.73
O -1.68240 -1.14321 -0.78184 -0.64
H -0.47063 -2.77815 -0.40889 0.00
H -1.78704 -3.02749 -1.60679 0.61
H -2.23930 -2.86521 0.05501 0.34
H -1.50781 -0.75710 -1.61825 0.31
```

Molar mass ... 512.690 g mol⁻¹
Orbital gap ... 8.17 eV
HOMO ... -8.1 eV
ΔE to the lowest compared entry with this formula, charge and spin ... 6.433 eV
SMILES ... NC(N)=O.NC(N)=O.NC(N)=O.CC(C)O.CC(C)O.CC(C)O.CC(C)O.CC(C)O.CO